No. 1
C20H31N5O4 in the gas phase. Source: the OMol25 dataset; level of theory: ωB97M-V/def2-TZVPD.

```
60
Properties=species:S:1:pos:R:3:forces:R:3:mulliken_charge:R:1
C 2.7978 2.3345 -0.2683 0.2 0.1 0.1 -1.207
C 3.3175 1.5667 -1.4800 -0.4 -0.1 -0.2 0.932
C 2.3016 1.6731 -2.6178 0.0 0.0 0.0 -1.368
C 3.6133 0.0803 -1.1891 0.3 0.1 0.3 -1.303
N 2.8158 -0.5628 -0.1710 -0.2 -0.1 -0.2 0.379
N 3.0316 -0.3480 1.1860 0.0 0.0 0.0 -0.194
C 2.1056 -1.1396 1.8508 0.0 0.0 0.0 -0.017
C 2.1093 -1.1619 3.3481 0.0 0.0 0.0 -0.934
C 0.7455 -1.5842 3.8761 0.0 0.0 0.0 0.552
O 0.5086 -2.7344 4.1983 0.0 0.0 0.0 -0.652
N -0.1846 -0.6055 3.9504 0.0 0.0 0.0 0.092
C -0.3138 0.6632 3.2090 0.0 0.0 0.0 0.145
C -1.8220 0.3488 3.0230 0.0 0.0 0.0 0.430
C -2.1898 -0.1535 1.6349 0.0 0.0 0.0 -1.341
N -2.3710 0.8730 0.6134 0.0 0.0 0.0 0.414
C -3.7317 1.3060 0.3103 0.0 0.0 0.0 -1.137
C -1.3171 1.1655 -0.1898 0.0 0.0 0.0 0.054
O -0.1803 0.7935 0.0747 0.0 0.0 0.0 -0.288
C -1.5930 1.8748 -1.4940 0.0 0.0 0.0 -0.783
C -2.0938 0.8573 -2.5256 0.0 0.0 0.0 0.578
O -3.1274 1.0515 -3.1430 0.0 0.0 0.0 -0.679
N -1.3271 -0.2422 -2.6834 0.0 0.0 0.0 0.190
C -1.7177 -1.2527 -3.6238 0.0 0.0 0.0 -0.122
C -1.1714 -2.6283 -3.4311 0.0 0.0 0.0 -0.580
C -2.6285 -2.3534 -3.1659 0.0 0.0 0.0 -0.528
C -1.6293 -0.8398 3.9978 0.0 0.0 0.0 -1.179
C 1.2691 -1.7153 0.9691 0.0 0.0 0.0 -0.079
C 1.6847 -1.3126 -0.3674 0.0 0.0 0.0 -0.019
O 1.1824 -1.5293 -1.4692 0.0 0.0 0.0 -0.813
H 1.8472 1.9199 0.0651 0.0 0.0 0.0 -0.045
H 3.4976 2.3115 0.5695 0.0 0.0 0.0 0.331
H 2.6399 3.3798 -0.5405 0.0 0.0 0.0 0.516
H 4.2617 2.0097 -1.8106 0.0 0.0 0.0 0.405
H 1.3733 1.1763 -2.3286 0.0 0.0 0.0 0.188
H 2.0796 2.7170 -2.8486 0.0 0.0 0.0 0.440
H 2.6651 1.1931 -3.5281 0.0 0.0 0.0 0.415
H 3.4631 -0.5171 -2.0882 0.0 0.0 0.0 0.478
H 4.6609 -0.0370 -0.8915 0.0 0.0 0.0 0.334
H 4.0030 -0.4481 1.4602 0.0 0.0 0.0 0.331
H 2.8338 -1.8846 3.7248 0.0 0.0 0.0 0.453
H 2.3790 -0.1700 3.7168 0.0 0.0 0.0 0.399
H -0.1143 1.5283 3.8436 0.0 0.0 0.0 0.174
H 0.2622 0.7216 2.2880 0.0 0.0 0.0 -0.371
H -2.5073 1.1274 3.3569 0.0 0.0 0.0 0.574
H -1.4117 -0.8375 1.2909 0.0 0.0 0.0 0.051
H -3.1230 -0.7182 1.6987 0.0 0.0 0.0 0.677
H -3.7800 2.3852 0.1757 0.0 0.0 0.0 0.330
H -4.1305 0.8250 -0.5852 0.0 0.0 0.0 0.300
H -4.3652 1.0548 1.1580 0.0 0.0 0.0 0.458
H -2.3506 2.6496 -1.4307 0.0 0.0 0.0 0.383
H -0.6529 2.3096 -1.8301 0.0 0.0 0.0 0.211
H -0.4669 -0.3797 -2.1597 0.0 0.0 0.0 -0.034
H -1.8576 -0.8846 -4.6315 0.0 0.0 0.0 0.430
H -0.9085 -3.1875 -4.3178 0.0 0.0 0.0 0.244
H -0.5155 -2.7750 -2.5847 0.0 0.0 0.0 0.093
H -2.9487 -2.3173 -2.1333 0.0 0.0 0.0 0.197
H -3.3665 -2.7212 -3.8646 0.0 0.0 0.0 0.245
H -1.9152 -1.8237 3.6208 0.0 0.0 0.0 0.347
H -2.0494 -0.7015 4.9943 0.0 0.0 0.0 0.305
H 0.4130 -2.3303 1.1881 0.0 0.0 0.0 0.598
```
Forces are in eV/Å.

* gap between HOMO and LUMO: 0.3361 Ha
* net charge: 0
* relative energy (zero: lowest compared OMol25 entry of this formula, charge and spin): 114.8 kJ/mol
* SMILES string: CC(C)Cn1[nH]c(CC(=O)N2CC(CN(C)C(=O)CC(=O)NC3CC3)C2)cc1=O

No. 2
C20H31NO2 in the gas phase. Source: the OMol25 dataset; level of theory: ωB97M-V/def2-TZVPD.

```
54
Properties=species:S:1:pos:R:3:forces:R:3:mulliken_charge:R:1
C -2.6099 2.8245 1.4253 0.0 0.0 -0.1 -1.642
C -1.9976 2.6338 0.0304 -0.1 0.2 0.0 2.072
C -0.9007 3.6928 -0.1328 -0.1 -0.2 0.0 -2.238
C -3.0511 2.8977 -1.0547 0.0 -0.1 0.1 -1.637
C -1.4617 1.2111 -0.1092 -0.1 0.1 0.0 -0.235
C -0.1234 0.9781 -0.3682 -0.1 -0.2 0.0 0.087
C 0.3767 -0.3066 -0.5083 0.0 -0.1 -0.1 -0.913
C 1.8374 -0.5512 -0.7616 0.0 0.0 0.2 -1.503
C 2.5831 -0.7809 0.5639 0.2 -0.2 -0.2 -0.355
C 4.0098 -1.2104 0.2770 -0.3 0.2 0.3 0.435
O 4.3468 -2.3722 0.1497 0.1 -0.4 -0.1 -0.691
N 4.8863 -0.2043 0.1262 0.2 -0.1 -0.1 0.184
C 4.8403 1.2387 0.2461 -0.5 0.5 0.2 -0.491
C 6.3413 1.2805 -0.0800 0.2 0.2 0.0 -0.432
C 6.3057 -0.2521 -0.1748 0.3 -0.6 -0.1 -0.608
C -0.4891 -1.3704 -0.3678 0.1 0.3 0.0 -0.855
C -1.8481 -1.2110 -0.1028 -0.1 0.1 0.0 -0.292
C -2.6365 -2.5263 0.0222 -0.1 -0.2 0.0 2.559
C -4.1452 -2.4502 0.3133 0.2 0.0 0.0 -2.570
C -2.4984 -3.2978 -1.3020 0.0 0.1 0.1 -1.689
C -2.0231 -3.3405 1.1750 -0.1 0.1 -0.1 -1.679
C -2.3247 0.1013 0.0190 0.4 -0.2 -0.1 1.207
O -3.6361 0.3890 0.2630 -0.3 -0.1 0.0 -0.552
H -2.9551 3.8497 1.5420 0.0 0.2 0.0 0.458
H -1.8646 2.6203 2.1917 0.1 0.0 0.1 0.348
H -3.4534 2.1601 1.5741 0.0 0.0 0.1 0.327
H -0.1296 3.5853 0.6269 0.1 0.0 0.1 0.437
H -1.3434 4.6806 -0.0200 -0.1 0.1 0.0 0.439
H -0.4454 3.6436 -1.1193 0.1 0.0 -0.1 0.422
H -2.6180 2.7424 -2.0411 0.0 0.0 -0.1 0.345
H -3.4033 3.9250 -0.9885 0.0 0.2 0.0 0.461
H -3.9017 2.2355 -0.9398 -0.1 0.0 -0.1 0.320
H 0.5624 1.8016 -0.4740 0.1 0.2 0.0 0.536
H 1.9635 -1.4387 -1.3852 0.0 0.0 0.0 0.458
H 2.2763 0.3000 -1.2860 0.0 0.0 -0.1 0.442
H 2.0920 -1.5858 1.1119 0.1 0.0 0.0 0.445
H 2.5599 0.1265 1.1682 -0.1 0.0 0.0 0.229
H 4.5731 1.5886 1.2475 0.0 0.0 -0.1 0.284
H 4.1898 1.7231 -0.4870 0.0 0.0 0.0 0.178
H 6.9671 1.6701 0.7178 0.0 0.0 0.0 0.257
H 6.5863 1.7836 -1.0110 0.0 0.0 0.0 0.273
H 6.8855 -0.7912 0.5773 0.0 0.0 0.0 0.257
H 6.5207 -0.6760 -1.1579 0.0 0.0 0.0 0.250
H -0.0771 -2.3613 -0.4745 0.0 -0.2 0.0 0.520
H -4.3590 -1.9869 1.2766 -0.1 0.1 0.1 0.483
H -4.5248 -3.4706 0.3761 0.0 0.0 0.0 0.483
H -4.6996 -1.9702 -0.4937 -0.1 0.1 0.0 0.473
H -3.0400 -4.2399 -1.2448 -0.1 -0.1 0.0 0.453
H -2.9108 -2.7116 -2.1211 0.0 0.0 -0.1 0.394
H -1.4629 -3.5205 -1.5365 0.1 0.0 0.0 0.332
H -0.9737 -3.5575 1.0059 0.1 0.0 0.0 0.339
H -2.1067 -2.7873 2.1087 0.0 0.0 0.1 0.389
H -2.5482 -4.2870 1.2867 -0.1 -0.1 0.0 0.458
H -4.1411 -0.4254 0.3199 0.0 0.0 0.0 0.351
```
Forces are in eV/Å.

* gap between HOMO and LUMO: 0.3236 Ha
* net charge: 0
* relative energy (zero: lowest compared OMol25 entry of this formula, charge and spin): 22.5 kJ/mol
* SMILES string: CC(C)(C)c1cc(CCC(=O)N2CCC2)cc(C(C)(C)C)c1O

No. 3
A molecular structure, C20H31O5SV at a distorted geometry. Source: the OMol25 dataset; level of theory: ωB97M-V/def2-TZVPD.

```
58
Properties=species:S:1:pos:R:3:forces:R:3:mulliken_spin:R:1
O 0.2376 -0.2113 -3.8882 0.0 1.4 -2.2 0.000
C 0.0564 1.1492 -4.4630 0.0 0.6 0.6 0.000
C -0.0750 0.6960 -5.9021 0.2 -0.3 0.7 0.000
H 0.9255 1.7980 -4.2661 -0.4 -0.3 0.1 0.000
H -0.8779 1.6221 -4.1219 0.5 -0.1 0.3 0.000
C 0.0992 -0.6988 -5.2646 0.0 -0.9 -0.9 0.000
H 0.7299 1.0666 -6.5387 -0.2 -0.3 -0.1 0.000
H -1.0805 0.8803 -6.2990 0.5 -0.1 -0.2 0.000
C 1.3370 -1.4724 -5.6770 -0.2 -0.1 0.1 0.000
H 2.2444 -0.8760 -5.5461 -0.1 -0.1 0.0 0.000
H 1.2649 -1.7832 -6.7248 0.0 0.1 0.1 0.000
H 1.3900 -2.3707 -5.0535 0.2 0.1 -0.1 0.000
C -1.1541 -1.5349 -5.4173 0.1 -0.2 0.1 0.000
H -2.0417 -0.9683 -5.1168 0.1 -0.1 0.1 0.000
H -1.0523 -2.4414 -4.8141 -0.2 0.1 0.0 0.000
H -1.2840 -1.8247 -6.4647 0.0 0.0 0.1 0.000
V -0.2141 -0.4696 2.6746 0.0 0.6 1.6 1.965
C -2.0563 -0.7844 4.0003 -0.8 1.1 -0.5 -0.030
C -1.8183 0.6199 4.1125 -1.1 -0.9 -0.8 0.016
C -1.9554 1.2002 2.8124 -0.7 -1.1 -0.3 -0.069
H -1.7925 1.1702 5.0452 0.7 -0.2 -0.3 0.003
C -2.3272 0.1657 1.8956 -0.2 0.3 1.0 0.123
C -2.3934 -1.0728 2.6271 0.1 0.8 0.1 -0.068
H -2.7359 -2.0245 2.2234 0.3 0.3 0.1 0.005
H -2.0802 -1.4642 4.8481 0.1 0.1 -0.4 0.005
H -1.9171 2.2608 2.5884 0.3 -0.3 0.0 0.002
H -2.6509 0.3362 0.8742 0.3 -0.2 0.2 0.007
C 0.7743 -1.9336 4.0922 0.7 -0.5 -0.9 0.016
C -0.0460 -2.6771 3.1765 1.0 0.2 -0.2 -0.067
C 0.4733 -2.4852 1.8514 0.7 0.2 0.6 -0.021
H -0.8730 -3.3268 3.4545 0.1 0.4 -0.2 0.005
C 1.6471 -1.6582 1.9558 -0.3 -0.6 0.6 0.085
C 1.8384 -1.3329 3.3353 -0.7 -1.4 -0.3 -0.064
H 2.7090 -0.8384 3.7521 -0.5 0.3 -0.1 -0.001
H 0.6655 -1.8829 5.1718 -0.1 0.1 -0.4 0.007
H 0.1228 -2.9652 0.9405 -0.1 0.3 0.3 0.005
H 2.3274 -1.3989 1.1500 -0.4 0.1 0.2 0.004
O 0.5203 0.3816 0.1246 -0.6 0.6 -0.1 0.008
C -0.3549 -0.3951 -0.7453 0.2 -0.4 0.4 0.023
C -1.0228 0.6031 -1.6719 -0.1 0.3 0.4 0.006
H -1.1036 -0.9470 -0.1384 0.5 0.3 -0.2 -0.013
H 0.2888 -1.1268 -1.2507 -0.2 0.2 -0.1 0.001
C 0.0590 1.6992 -1.7223 0.2 -0.5 -0.3 0.004
H -1.9143 0.9611 -1.1327 0.1 0.2 -0.4 0.001
H -1.2898 0.1910 -2.6448 -0.1 0.0 0.5 0.000
C 0.4287 1.7909 -0.2709 -0.4 -0.5 0.4 0.016
H -0.2174 2.6124 -2.2505 -0.1 0.1 0.5 -0.001
H 0.9371 1.2831 -2.2265 -0.2 0.1 0.0 -0.001
H -0.4076 2.2628 0.2665 0.4 0.1 0.3 -0.004
H 1.3898 2.2769 -0.0582 -0.4 -0.2 0.1 0.003
C 2.6612 2.2285 4.7143 0.0 0.1 -0.1 0.000
S 0.9441 1.7892 4.5261 -0.4 -0.7 -0.4 0.003
O 0.6285 0.7726 5.5302 0.5 0.7 -0.5 0.005
O 0.1623 3.0102 4.5727 0.4 -0.5 0.0 -0.002
O 0.9184 1.1749 3.1143 0.1 0.6 0.8 0.025
H 2.6964 3.1092 5.3647 0.1 -0.3 -0.2 0.000
H 3.0456 2.4596 3.7162 0.0 0.1 0.3 -0.001
H 3.2133 1.3938 5.1588 -0.2 0.2 -0.1 0.000
```
Forces are in eV/Å.

* gap between HOMO and LUMO (spin up / spin down): 0.2938 / 0.3249 Ha
* net charge: 0
* multiplicity: 3

No. 4
A molecular structure, C20H32AsBF4N5OSV at a distorted geometry. Source: the OMol25 dataset; level of theory: ωB97M-V/def2-TZVPD.

```
66
Properties=species:S:1:pos:R:3:forces:R:3:mulliken_spin:R:1
V 0.0571 -0.0519 -0.0017 0.7 0.1 0.9 2.081
C 0.6637 3.3429 -2.2480 -0.1 0.0 -0.1 0.004
C 1.4834 3.3907 -0.9679 0.1 0.0 0.0 -0.003
As 0.8424 2.3254 0.5337 -0.1 0.3 -0.1 -0.062
C -0.5224 3.4212 1.3843 -0.1 0.0 0.0 -0.011
C -1.9244 3.1759 0.8370 -0.1 0.0 0.0 0.005
C 2.3667 2.3802 1.7360 0.0 0.0 0.0 -0.002
C 2.7375 3.7962 2.1624 0.0 0.0 0.0 -0.003
H 1.0598 4.0495 -2.9767 0.0 0.0 0.0 0.000
H -0.3808 3.6233 -2.0846 0.0 0.0 0.0 -0.001
H 0.7086 2.3582 -2.7176 0.0 0.0 0.0 0.001
H 1.5434 4.4109 -0.5860 0.0 0.0 0.0 -0.002
H 2.5055 3.0568 -1.1546 0.0 0.0 0.0 0.000
H -0.2263 4.4624 1.2529 0.0 0.0 0.0 -0.002
H -0.4703 3.1996 2.4515 0.0 0.0 0.0 -0.001
H -2.0229 3.5269 -0.1925 0.0 0.0 0.0 0.000
H -2.6642 3.7154 1.4277 0.0 0.0 0.0 0.000
H -2.2005 2.1183 0.8694 0.0 0.0 0.0 0.005
H 3.1862 1.9033 1.1942 0.0 0.0 0.0 0.000
H 2.1271 1.7475 2.5872 0.0 0.0 0.0 -0.001
H 3.0373 4.4189 1.3196 0.0 0.0 0.0 0.000
H 3.5803 3.7581 2.8521 0.0 0.0 0.0 0.000
H 1.9203 4.2956 2.6826 0.0 0.0 0.0 0.000
N -1.1229 0.4909 -1.7136 0.0 -0.2 -0.1 0.005
H -2.0952 0.2401 -1.5408 0.0 0.0 0.0 0.008
H -0.8481 0.0445 -2.5868 0.0 0.0 0.0 0.007
H -1.1058 1.4910 -1.8987 0.0 0.0 0.0 0.009
N 4.6789 -2.2239 0.8810 0.0 0.0 0.1 0.003
C 4.9486 -1.7739 -0.3336 -0.1 0.1 0.0 0.003
N 6.1154 -2.0376 -0.9091 0.0 0.0 0.0 0.003
N 4.0968 -1.0306 -1.0518 0.2 -0.1 -0.4 0.010
C 2.8986 -0.7160 -0.8984 -0.1 0.4 0.3 0.043
N 1.7984 -0.2913 -0.8745 0.2 -0.2 -0.3 -0.076
H 5.3585 -2.7687 1.3865 0.0 0.0 0.0 0.000
H 3.8484 -1.9477 1.3936 -0.1 -0.1 0.0 0.000
H 6.8400 -2.5561 -0.4430 0.0 0.0 0.0 0.000
H 6.2828 -1.7035 -1.8430 0.0 0.0 0.0 0.000
O -1.4786 -0.6341 0.9001 -0.6 -0.2 -0.2 -0.052
S -2.4261 -1.5934 1.6988 0.4 0.1 0.1 -0.001
C -4.0225 -1.1255 1.1414 -0.1 0.0 -0.1 0.004
C -4.8356 -0.5372 2.0999 -0.1 0.1 -0.1 -0.001
C -6.1151 -0.1322 1.7339 0.1 0.0 0.0 0.001
C -6.5475 -0.3128 0.4317 0.0 0.0 -0.1 -0.001
C -5.7199 -0.9088 -0.5209 -0.1 0.0 0.0 0.001
C -4.4524 -1.3274 -0.1697 0.0 0.0 0.0 -0.002
C -2.2072 -3.1802 0.9485 0.0 0.0 0.1 0.003
C -2.6052 -4.2497 1.7396 0.0 0.0 0.0 -0.001
C -2.5199 -5.5312 1.2174 0.0 0.0 0.0 0.000
C -2.0313 -5.7265 -0.0665 0.0 0.0 0.0 0.000
C -1.6229 -4.6458 -0.8374 0.0 0.0 0.0 0.005
C -1.7110 -3.3586 -0.3311 0.0 -0.1 -0.1 0.001
H -4.4815 -0.3969 3.1136 0.0 0.0 0.0 0.000
H -6.7674 0.3202 2.4679 0.0 0.0 0.0 0.000
H -7.5441 -0.0006 0.1494 0.0 0.0 0.0 0.000
H -6.0822 -1.0640 -1.5282 0.0 0.0 0.0 0.000
H -3.8242 -1.8461 -0.8845 0.0 0.0 0.0 0.000
H -2.9675 -4.0906 2.7483 0.0 0.0 0.0 0.000
H -2.8239 -6.3758 1.8199 0.0 0.0 0.0 0.000
H -1.9603 -6.7287 -0.4670 0.0 0.0 0.0 0.000
H -1.2340 -4.8069 -1.8337 0.0 0.0 0.0 0.000
H -1.3855 -2.5212 -0.9354 0.0 0.0 0.0 0.010
F 0.9410 -2.1848 0.8800 -0.2 -0.1 -0.1 0.011
B 1.1050 -1.6606 2.2002 0.2 -0.4 0.0 0.003
F 2.3848 -1.9138 2.6479 0.0 0.1 -0.1 0.000
F 0.1180 -2.0847 3.0326 0.0 0.1 0.0 0.000
F 0.9707 -0.2203 1.9526 -0.2 0.1 -0.2 -0.002
```
Forces are in eV/Å.

* gap between HOMO and LUMO (spin up / spin down): 0.2823 / 0.3136 Ha
* net charge: +2
* multiplicity: 3
* relative energy (zero: lowest compared OMol25 entry of this formula, charge and spin): 92.2 kJ/mol